[1]
C3H2N2O | the ωB97M-V functional and the def2-TZVPD basis

## Properties
HOMO = -10.424 eV
lowest unoccupied orbital energy = -0.0046 Eh

The geometry in ORCA input format:
```
! wB97M-V def2-TZVPD RIJCOSX def2/J DEFGRID3
* xyz 0 1
O 1.083 -1.063 -0.163
C 0.139 -0.055 -0.106
C -0.477 0.130 -1.412
N -0.847 0.392 -2.477
C -0.546 0.295 1.085
N -0.885 0.756 2.094
H 1.070 -1.661 0.594
H 0.443 1.201 0.473
*
```

Here are the Löwdin charges for atoms 1 to 5, given in e: 0.0487 -0.3638 -0.1440 0.1800 -0.2714

[2]
C4H14N3O | the ωB97M-V functional and the def2-TZVPD basis

## Properties
HOMO = -12.852 eV
lowest unoccupied orbital energy = -0.2733 Eh

The geometry in ORCA input format:
```
! wB97M-V def2-TZVPD RIJCOSX def2/J DEFGRID3
* xyz 1 1
C 2.119 -0.715 0.183
C 0.812 -1.298 0.732
C -0.406 -0.772 0.039
C -0.298 -0.118 -1.213
N -1.421 0.259 -1.862
N -1.615 -1.069 0.542
N 2.056 0.744 -0.084
H 2.924 -0.992 0.867
H 2.354 -1.203 -0.779
H 0.830 -2.384 0.624
H 0.656 -1.106 1.798
H 0.671 0.092 -1.596
H -2.382 -0.861 -0.071
H -1.746 1.151 -1.514
H -1.459 0.183 -2.902
H -1.786 -0.794 1.480
H -0.097 0.920 1.515
H 2.958 1.116 -0.090
H 1.466 1.245 0.606
H -2.135 2.650 0.440
H -1.383 1.305 0.900
O -2.120 1.646 0.386
*
```

Here are the Löwdin charges for atoms 1 to 5, given in e: -0.2327 -0.1638 -0.2856 -0.0046 0.1421

[3]
C2H4O2S | the ωB97M-V functional and the def2-TZVPD basis

## Properties
HOMO (spin up / spin down) = -7.244 / -7.256 eV
lowest unoccupied orbital energy (spin up / spin down) = -0.0159 / -0.0162 Eh

The geometry in ORCA input format:
```
! wB97M-V def2-TZVPD RIJCOSX def2/J DEFGRID3
* xyz 0 1
C -0.597 -0.499 0.132
C 0.472 -1.209 -0.485
O -0.339 3.417 1.341
O -0.415 0.703 0.543
S 0.525 2.537 0.548
H -1.602 -0.950 0.038
H 1.295 -0.896 -0.046
H 0.506 -0.862 -1.525
H 0.156 -2.241 -0.545
*
```

Here are the Löwdin charges for atoms 1 to 5, given in e: -0.2017 -0.0337 -0.6607 -0.2898 0.7794